121
Properties=species:S:1:pos:R:3:mulliken_charge:R:1 method="wB97M-V/def2-TZVPD" total_charge=0 e_above_lowest_kj_mol=636.0 gap_ev=8.84 smiles="CCOC[C@](CC(N)(N)N)(O[C@H](F)CN)[C@@H](O[C@@H](N)[PH2]=S)[C@@H](F)CC.ClCCCl.ClCCCl.ClCCCl.ClCCCl.ClCCCl.ClCCCl.ClCCCl.ClCCCl" lumo_ev=0.39
C 1.99369 3.28690 -3.32667 -0.43
C 0.63780 3.61244 -2.40417 -0.30
O 0.17389 2.45396 -1.62549 -0.33
C -0.90291 1.71809 -2.36437 -1.27
C -1.55588 0.48135 -1.52494 1.26
C -2.73232 -0.36366 -2.27366 -0.84
C -3.29010 0.21039 -3.68648 0.28
N -3.93072 1.57863 -3.65218 -0.48
N -4.42461 -0.75116 -4.10917 -0.74
N -2.31932 0.20010 -4.84656 -0.40
O -2.13824 0.87964 -0.19882 -0.39
C -2.81521 2.16444 -0.24508 0.32
F -1.98232 3.32820 0.24053 -0.40
C -4.05487 2.06779 0.87680 -0.26
N -4.81118 3.36779 1.03851 -0.43
C -0.32125 -0.55043 -1.03165 -1.41
O -1.01439 -1.57272 -0.25923 -0.44
C -0.18616 -2.56897 0.38241 0.01
N -0.16680 -3.83292 -0.50490 -0.60
P 1.54065 -2.05399 0.97940 0.27
S 1.56952 -0.72098 2.39987 -0.38
C 0.64354 -1.06109 -2.24064 1.82
F 0.01007 -1.21136 -3.56831 -0.41
C 1.96954 -0.06866 -2.49220 0.05
C 3.34133 -0.96427 -2.79616 0.13
H 2.74820 2.68207 -2.66424 -0.16
H 1.63025 2.64505 -4.25931 0.16
H 2.47545 4.26407 -3.77724 0.37
H -0.14872 4.06385 -3.14365 0.26
H 0.97501 4.51144 -1.69530 0.33
H -1.64943 2.53495 -2.74205 0.95
H -0.35564 1.30816 -3.34344 0.33
H -3.67083 -0.46473 -1.54282 0.31
H -2.39168 -1.49096 -2.47093 0.09
H -4.45843 1.76496 -4.55636 0.37
H -4.67055 1.53697 -2.90899 0.03
H -3.93590 -1.66676 -4.22474 0.32
H -5.01417 -0.85420 -3.24507 0.31
H -2.03215 -0.79014 -5.07615 0.29
H -2.74961 0.67012 -5.69098 0.26
H -3.34025 2.45234 -1.24626 0.00
H -3.70474 1.57826 1.88544 0.32
H -4.82485 1.29571 0.39399 -0.05
H -4.71579 3.97226 0.19286 0.22
H -4.55284 3.86159 1.92194 0.24
H 0.34977 0.17753 -0.36152 0.35
H -0.77603 -2.92627 1.35910 0.31
H 0.79898 -4.01531 -0.85683 0.06
H -0.81047 -3.58031 -1.29111 0.41
H 2.22931 -3.26553 1.44447 0.14
H 2.39624 -1.52182 -0.09017 0.08
H 1.14669 -2.12099 -2.01288 -0.66
H 2.14160 0.66555 -1.58921 0.12
H 1.74093 0.51337 -3.48235 -0.01
H 3.12328 -2.10982 -2.93620 -0.72
H 3.87870 -0.60839 -3.79749 0.33
H 4.08073 -0.86452 -1.88206 0.01
Cl 4.63103 2.24849 0.08626 -0.17
C 6.14400 1.67815 -0.66080 -0.54
C 6.46943 2.42758 -1.94311 -0.25
Cl 5.32778 2.04308 -3.25502 -0.17
H 6.05160 0.60160 -0.83549 0.26
H 6.93880 1.83629 0.07410 0.40
H 7.46509 2.14371 -2.29688 0.43
H 6.45889 3.51136 -1.79045 0.04
Cl -7.10064 1.44744 -0.78127 -0.19
C -8.28456 2.37460 0.17329 0.17
C -9.48963 2.79165 -0.65481 -0.28
Cl -9.07286 4.01562 -1.87975 -0.21
H -7.77106 3.24077 0.60235 0.34
H -8.60437 1.72746 0.99531 -0.29
H -10.24917 3.23875 -0.00652 0.13
H -9.94112 1.93706 -1.16846 0.38
Cl 1.64104 0.33917 7.75276 -0.21
C 1.11940 -0.54030 6.29438 -0.17
C -0.39362 -0.55820 6.14496 -0.32
Cl -1.18074 -1.55787 7.39131 -0.21
H 1.53164 -1.55308 6.34303 0.32
H 1.57143 -0.03005 5.43874 0.03
H -0.66625 -0.98764 5.17628 0.18
H -0.81627 0.44987 6.20120 0.36
Cl 4.72607 -0.85670 3.18745 -0.11
C 4.95438 -1.27672 4.90324 -0.13
C 5.47844 -2.69266 5.08306 -0.45
Cl 4.26741 -3.91983 4.63612 -0.19
H 3.99946 -1.13192 5.41819 -0.08
H 5.67285 -0.55980 5.31144 0.34
H 5.73050 -2.86492 6.13371 0.28
H 6.37754 -2.86889 4.48425 0.34
Cl 3.71404 -9.06856 8.42187 -0.19
C 3.14720 -7.49115 7.81942 -0.45
C 3.95072 -7.01164 6.62097 -0.24
Cl 5.62115 -6.57790 7.06122 -0.19
H 3.19157 -6.77588 8.64674 0.32
H 2.09819 -7.61904 7.53654 0.30
H 3.49058 -6.11224 6.20094 0.11
H 3.99320 -7.77120 5.83403 0.32
Cl -9.33563 -0.11762 2.92333 -0.19
C -10.51955 0.80953 3.87790 -0.50
C -11.72462 1.22658 3.04980 -0.45
Cl -11.30785 2.45055 1.82486 -0.21
H -10.00606 1.67570 4.30696 0.32
H -10.83937 0.16239 4.69992 0.34
H -12.48416 1.67368 3.69809 0.32
H -12.17611 0.37200 2.53615 0.31
Cl 2.88295 -4.65201 -1.83886 -0.15
C 2.94407 -4.66768 -3.61889 -0.46
C 3.33855 -6.02956 -4.16801 -0.56
Cl 5.03586 -6.43329 -3.80961 -0.19
H 3.63915 -3.88620 -3.94162 0.38
H 1.94386 -4.39999 -3.97205 0.29
H 3.23527 -6.03510 -5.25722 0.36
H 2.70700 -6.82618 -3.76240 0.35
Cl 7.93125 5.69184 -1.94539 -0.17
C 7.48082 6.95122 -3.12163 -0.46
C 7.17701 6.37257 -4.49449 -0.35
Cl 8.63479 5.73054 -5.29134 -0.18
H 8.29370 7.68298 -3.16354 0.36
H 6.59290 7.45187 -2.72446 0.28
H 6.77809 7.15468 -5.14736 0.32
H 6.43814 5.56703 -4.43799 0.23


114
Properties=species:S:1:pos:R:3:mulliken_charge:R:1 method="wB97M-V/def2-TZVPD" total_charge=0 e_above_lowest_kj_mol=0.0 gap_ev=8.72 smiles="O=C1OCCO1.CNC(C)=O.CNC(C)=O.CNC(C)=O.CNC(C)=O.CNC(C)=O.CNC(C)=O.CNC(C)=O.CNC(C)=O.ClCCCl" lumo_ev=0.00
C -9.96919 -0.80011 21.91676 -0.40
C -11.00553 -1.63539 21.16276 -0.29
O -10.31965 -1.71009 19.84990 -0.18
C -9.03894 -1.48645 19.87927 0.66
O -8.24591 -1.36500 18.92655 -0.56
O -8.79134 -0.97333 21.14932 -0.39
H -9.89996 -1.21279 22.92324 0.34
H -10.33717 0.22225 22.00312 0.26
H -11.84334 -0.94424 21.07068 0.27
H -11.31109 -2.58574 21.60045 0.29
C -12.82233 -0.65455 17.99933 -0.10
C -14.05498 -0.10772 17.32670 0.54
O -14.52671 0.94104 17.73661 -0.69
N -14.34169 -0.55846 16.13100 0.07
C -15.34604 -0.18132 15.10409 0.10
H -12.98629 -1.07732 18.99054 0.22
H -11.97409 0.02948 18.02541 0.25
H -12.40194 -1.49869 17.45271 -0.38
H -13.68236 -1.17052 15.67190 0.05
H -15.21394 0.78519 14.61776 0.07
H -16.34911 -0.22689 15.52821 0.05
H -15.23958 -0.94442 14.33309 -0.27
C -12.79935 -5.52844 13.73507 -1.29
C -13.33781 -4.61657 14.82646 0.52
O -13.40192 -3.39996 14.65605 -0.30
N -13.66285 -5.15893 15.99049 -0.10
C -14.21428 -4.30670 17.08569 -0.53
H -11.77207 -5.88399 13.81505 0.35
H -12.77783 -4.89956 12.84504 0.23
H -13.52138 -6.32133 13.53987 0.35
H -13.43811 -6.11877 16.21027 0.25
H -15.12869 -3.86278 16.69211 0.20
H -13.51894 -3.47771 17.21756 0.01
H -14.47998 -4.88138 17.97296 0.38
C -18.28864 5.89231 21.39812 -1.12
C -17.54659 5.27698 20.18990 0.73
O -17.57735 5.80428 19.08255 -0.64
N -16.89081 4.15320 20.46432 -0.12
C -16.10646 3.45859 19.48921 -0.79
H -19.04998 6.63052 21.14609 0.32
H -17.50605 6.50430 21.84657 0.29
H -18.62002 5.11415 22.08570 0.32
H -16.93680 3.74898 21.38876 0.21
H -15.04724 3.70859 19.54960 0.28
H -16.40342 3.79341 18.49533 0.14
H -16.28550 2.38340 19.48561 0.38
C -17.84730 -4.05939 9.71055 -1.25
C -17.36798 -3.24527 10.88483 0.74
O -17.40083 -1.99328 10.81451 -0.65
N -16.93567 -3.90438 11.92218 -0.14
C -16.48363 -3.37891 13.25877 -0.34
H -18.38329 -3.45029 8.98267 0.35
H -18.75460 -4.59022 9.99890 0.36
H -17.15199 -4.77511 9.27193 0.32
H -16.89991 -4.90679 11.80393 0.22
H -16.78467 -4.15010 13.96782 0.34
H -16.92330 -2.43238 13.57323 0.23
H -15.39903 -3.29208 13.32351 -0.14
C -20.04661 -0.29490 15.07118 -1.00
C -19.26499 0.64516 15.87116 0.77
O -18.86942 0.24647 16.91295 -0.61
N -18.87513 1.84740 15.35374 -0.19
C -18.08548 2.91038 15.96221 -0.70
H -19.53315 -1.25604 15.04506 0.20
H -20.11483 0.01134 14.02731 0.33
H -20.96537 -0.61809 15.56061 0.29
H -19.23909 2.08333 14.44162 0.20
H -17.57957 2.37475 16.76549 0.14
H -18.53463 3.83137 16.33388 0.34
H -17.39486 3.33552 15.23392 0.24
C -9.99686 -4.00519 17.12118 -0.80
C -8.76373 -4.65153 16.49559 0.51
O -8.15132 -4.01903 15.65456 -0.63
N -8.46950 -5.84758 17.07363 -0.15
C -7.24149 -6.54936 16.76575 -0.85
H -10.89245 -4.54691 16.81696 0.32
H -9.98621 -2.94048 16.88798 0.08
H -9.90151 -4.07421 18.20480 0.38
H -9.10305 -6.15883 17.79602 0.24
H -7.23189 -6.74299 15.69313 0.26
H -7.15757 -7.45146 17.37179 0.35
H -6.41904 -5.92599 17.11657 0.28
C -13.11702 -1.84163 11.75217 -0.60
C -13.11859 -0.40374 11.35086 0.40
O -14.15594 0.01817 10.79721 -0.79
N -12.07897 0.35394 11.42005 0.11
C -10.76016 -0.03925 11.74402 -1.16
H -12.14058 -2.30817 11.88256 0.41
H -13.78734 -2.52753 11.23417 0.36
H -13.51607 -1.87258 12.76603 -0.10
H -12.19894 1.21557 10.90693 0.28
H -10.11929 -0.61695 11.07796 0.24
H -10.84855 -0.50439 12.72583 0.27
H -10.27205 0.90413 11.98871 0.51
C -13.50776 3.43164 13.73288 -0.60
C -13.94463 3.97242 12.37957 0.78
O -14.21691 5.16099 12.30693 -0.68
N -14.08679 3.18120 11.30086 -0.01
C -14.26127 3.63499 9.94901 -1.02
H -13.36524 2.35298 13.79834 0.01
H -14.38597 3.44050 14.37845 0.16
H -12.74080 4.03706 14.21593 0.32
H -14.05329 2.18368 11.45560 0.05
H -13.57015 3.24911 9.19965 0.28
H -14.27056 4.72489 9.96078 0.38
H -15.23784 3.27536 9.62482 0.33
Cl -10.94498 2.14303 16.21565 -0.09
C -9.16014 2.36073 16.15471 -0.70
C -8.41694 1.02734 16.04567 -0.22
Cl -8.76999 0.27029 14.39038 -0.16
H -8.86876 2.96645 17.01279 0.36
H -8.90788 3.13636 15.43161 0.39
H -8.55736 0.38012 16.91140 0.14
H -7.36288 1.30492 16.04885 0.32